w) A cluster of 2 separate species, C3H8O2S in total. Source: the Open Molecules 2025 dataset; level of theory: wB97M-V/def2-TZVPD.

Last column: natural (NBO) charge in e.
CARTESIAN COORDINATES (ANGSTROEM)
C (1.00, 0.24, 0.40)  -0.040
O (1.09, 1.59, 0.95)  -0.877
C (-0.53, -0.22, 0.15)  -0.428
C (-0.66, -1.56, -0.60)  -0.506
S (-2.39, -1.87, -1.28)  -0.800
H (1.54, 0.12, -0.56)  0.133
H (1.53, -0.36, 1.20)  0.130
H (-1.01, 0.58, -0.48)  0.201
H (-1.03, -0.22, 1.14)  0.187
H (-0.36, -2.39, 0.07)  0.161
H (-0.07, -1.71, -1.48)  0.180
H (1.93, 2.24, 1.00)  0.532
H (2.65, 3.60, 1.96)  0.394
O (3.19, 3.09, 1.28)  -1.267

multiplicity = 1
frontier orbital gap = 5.9 eV
net charge = -2
LUMO level = 6.0 eV

---

x) A cluster of 2 separate species, C3H8O2S in total. Source: the Open Molecules 2025 dataset; level of theory: wB97M-V/def2-TZVPD.

Last column: natural (NBO) charge in e.
CARTESIAN COORDINATES (ANGSTROEM)
C (-1.00, 0.19, 0.16)  -0.044
O (-1.11, 1.50, -0.36)  -0.845
C (0.39, -0.42, 0.31)  -0.462
C (0.81, -0.97, 1.59)  -0.482
S (2.32, -2.06, 1.57)  -0.788
H (-1.51, -0.56, -0.44)  0.128
H (-1.55, 0.28, 1.05)  0.130
H (0.66, -0.95, -0.53)  0.208
H (1.09, 0.42, 0.08)  0.190
H (0.91, -0.10, 2.17)  0.166
H (-0.10, -1.55, 1.94)  0.145
H (-1.01, 1.38, -1.53)  0.527
H (0.44, 1.78, -3.01)  0.394
O (-0.34, 1.06, -2.97)  -1.268

multiplicity = 1
frontier orbital gap = 5.8 eV
net charge = -2
LUMO level = 6.2 eV

---

Here are the energies relative to the best structure, in kJ/mol: w) 0.0; x) 77.4.

---

w) A cluster of 3 separate species, C4H14O2 in total. Source: the Open Molecules 2025 dataset; level of theory: wB97M-V/def2-TZVPD.

Last column: natural (NBO) charge in e.
CARTESIAN COORDINATES (ANGSTROEM)
C (2.55, -0.75, -1.50)  -0.611
C (1.88, 0.34, -0.58)  -0.406
C (0.41, 0.21, -0.33)  -0.376
C (-0.05, 1.57, 0.38)  -0.616
H (2.11, -1.76, -1.35)  0.200
H (3.59, -0.83, -1.22)  0.211
H (2.46, -0.59, -2.58)  0.209
H (2.08, 1.29, -1.12)  0.199
H (2.41, 0.42, 0.42)  0.197
H (0.14, -0.66, 0.36)  0.171
H (-0.20, 0.19, -1.27)  0.208
H (0.17, 1.30, 1.39)  0.182
H (-1.12, 1.62, 0.28)  0.215
H (0.41, 2.47, -0.04)  0.220
O (-4.20, -1.15, 0.35)  -0.972
H (-3.89, -0.87, 1.13)  0.486
H (-4.64, -2.04, 0.23)  0.486
O (-1.73, -0.32, 1.99)  -0.945
H (-1.16, -0.95, 1.52)  0.468
H (-1.22, 0.51, 1.95)  0.475

SMILES string = CCCC.O.O
multiplicity = 1
frontier orbital gap = 12.0 eV
LUMO level = 0.9 eV

---

x) A cluster of 3 separate species, C4H14O2 in total. Source: the Open Molecules 2025 dataset; level of theory: wB97M-V/def2-TZVPD.

Last column: natural (NBO) charge in e.
CARTESIAN COORDINATES (ANGSTROEM)
C (-4.10, -0.89, -0.08)  -0.612
C (-2.87, -0.97, -0.97)  -0.404
C (-1.60, -1.03, -0.05)  -0.388
C (-0.95, -2.49, -0.22)  -0.627
H (-4.16, -1.65, 0.69)  0.202
H (-5.01, -1.10, -0.72)  0.203
H (-4.29, 0.12, 0.37)  0.208
H (-2.75, 0.00, -1.46)  0.202
H (-2.87, -1.80, -1.64)  0.201
H (-0.83, -0.33, -0.34)  0.197
H (-1.93, -0.87, 0.96)  0.201
H (-1.16, -3.20, 0.60)  0.203
H (0.13, -2.28, -0.16)  0.206
H (-1.22, -3.11, -1.07)  0.206
O (1.42, 6.99, 0.53)  -0.927
H (1.70, 6.23, 1.07)  0.463
H (0.56, 7.16, 0.93)  0.463
O (6.83, -2.20, 0.41)  -0.939
H (6.38, -2.04, 1.26)  0.470
H (6.57, -3.09, 0.13)  0.469

SMILES string = CCCC.O.O
multiplicity = 1
frontier orbital gap = 11.6 eV
LUMO level = 1.0 eV

---

Here are the energies relative to the best structure, in kJ/mol: w) 19.0; x) 0.0.

---

w) A cluster of 2 separate species, CH5N2S in total. Source: the Open Molecules 2025 dataset; level of theory: wB97M-V/def2-TZVPD.

Last column: natural (NBO) charge in e.
CARTESIAN COORDINATES (ANGSTROEM)
S (-2.67, 1.42, 1.19)  -1.050
H (-3.54, 1.81, 0.16)  0.095
N (0.46, 0.51, -0.07)  -0.824
C (0.93, -0.78, 0.05)  0.325
N (2.12, -1.23, -0.36)  -0.868
H (1.07, 1.17, -0.58)  0.382
H (-0.54, 0.74, 0.07)  0.460
H (0.13, -1.48, 0.40)  0.141
H (2.03, -2.16, -0.85)  0.341

multiplicity = 1
frontier orbital gap = 7.3 eV
net charge = -1
LUMO level = 4.3 eV

---

x) A cluster of 2 separate species, CH5N2S in total. Source: the Open Molecules 2025 dataset; level of theory: wB97M-V/def2-TZVPD.

Last column: natural (NBO) charge in e.
CARTESIAN COORDINATES (ANGSTROEM)
S (2.58, -0.02, -0.39)  -0.933
H (2.84, -1.34, -0.26)  0.095
N (-0.45, -0.54, -0.59)  -0.979
C (-1.14, 0.44, 0.08)  0.385
N (-1.61, 0.62, 1.27)  -0.806
H (-0.74, -1.49, -0.77)  0.369
H (0.63, -0.48, -0.45)  0.431
H (-1.04, 1.39, -0.49)  0.079
H (-1.07, 1.42, 1.60)  0.360

multiplicity = 1
frontier orbital gap = 7.7 eV
net charge = -1
LUMO level = 4.4 eV

---

Here are the energies relative to the best structure, in kJ/mol: w) 0.0; x) 142.6.

---

w) A structure of composition C5H8S. Source: the Open Molecules 2025 dataset; level of theory: wB97M-V/def2-TZVPD.

Last column: natural (NBO) charge in e.
CARTESIAN COORDINATES (ANGSTROEM)
C (-0.74, 1.86, 0.07)  -0.396
C (-0.64, 0.68, -0.85)  -0.249
C (-0.81, 0.47, 0.62)  -0.249
C (0.39, -0.04, -0.09)  -0.135
C (0.43, -1.99, -0.25)  -0.572
S (2.06, 0.56, 0.16)  -0.012
H (0.14, 2.45, 0.27)  0.211
H (-1.66, 2.43, 0.05)  0.213
H (-1.19, 0.42, -1.73)  0.234
H (-1.53, -0.02, 1.23)  0.232
H (-0.61, -2.28, -0.33)  0.197
H (0.91, -2.33, 0.65)  0.201
H (1.00, -2.17, -1.14)  0.208
H (2.23, -0.05, 1.33)  0.118

multiplicity = 1
frontier orbital gap = 9.7 eV
LUMO level = 1.0 eV

---

x) The molecule C5H8S. Source: the Open Molecules 2025 dataset; level of theory: wB97M-V/def2-TZVPD.

Last column: natural (NBO) charge in e.
CARTESIAN COORDINATES (ANGSTROEM)
C (1.10, -0.12, 0.04)  -0.411
C (0.39, 1.28, 0.08)  -0.431
C (-1.00, 0.62, -0.28)  -0.274
S (-2.74, 0.06, -0.02)  0.164
C (-1.09, -0.58, 0.45)  -0.338
C (0.08, -1.24, -0.27)  -0.414
H (2.16, -0.03, -0.64)  0.228
H (1.42, -0.48, 1.12)  0.216
H (0.47, 1.70, 1.14)  0.211
H (0.44, 2.20, -0.65)  0.237
H (-0.67, 0.39, -1.32)  0.183
H (-0.90, -0.44, 1.44)  0.201
H (0.43, -2.07, 0.28)  0.211
H (-0.09, -1.29, -1.35)  0.218

SMILES string = C1C[C@@H]2S[C@H]2C1
multiplicity = 1
frontier orbital gap = 9.9 eV
LUMO level = 1.0 eV

---

y) The molecule C5H8S. Source: the Open Molecules 2025 dataset; level of theory: wB97M-V/def2-TZVPD.

Last column: natural (NBO) charge in e.
CARTESIAN COORDINATES (ANGSTROEM)
C (-2.68, 1.01, -0.05)  -0.369
C (-1.84, -0.05, 0.07)  -0.222
C (-0.42, -0.17, 0.07)  -0.204
C (0.08, -1.53, -0.05)  -0.419
S (0.51, 1.31, -0.19)  0.263
C (2.23, 0.79, 0.10)  -0.730
H (-3.73, 0.93, 0.15)  0.198
H (-2.44, 1.98, -0.11)  0.188
H (-2.31, -1.09, 0.34)  0.207
H (1.20, -1.67, -0.15)  0.194
H (-0.50, -2.43, 0.24)  0.214
H (2.27, -0.13, 0.64)  0.229
H (2.66, 1.56, 0.67)  0.225
H (2.74, 0.76, -0.96)  0.225

SMILES string = C=CC(=C)SC
multiplicity = 1
frontier orbital gap = 8.6 eV
LUMO level = 0.4 eV

---

z) The molecule C5H8S. Source: the Open Molecules 2025 dataset; level of theory: wB97M-V/def2-TZVPD.

Last column: natural (NBO) charge in e.
CARTESIAN COORDINATES (ANGSTROEM)
C (-0.43, -0.96, -0.47)  -0.405
C (-0.67, -0.42, 1.11)  -0.396
C (0.54, 0.50, 1.10)  -0.352
S (1.10, 2.18, 1.12)  0.191
C (0.38, 1.14, -0.21)  -0.308
C (0.58, 0.08, -1.19)  -0.445
H (-0.24, -2.04, -0.90)  0.222
H (-1.41, -0.68, -0.84)  0.190
H (-1.42, 0.26, 0.86)  0.210
H (-0.62, -1.20, 1.85)  0.231
H (1.39, -0.09, 1.18)  0.196
H (-0.72, 1.47, -0.13)  0.202
H (0.00, 0.38, -2.13)  0.223
H (1.53, -0.63, -1.36)  0.241

SMILES string = C1C[C@@H]2S[C@H]2C1
multiplicity = 1
frontier orbital gap = 9.8 eV
LUMO level = 1.0 eV

---

Here are the energies relative to the best structure, in kJ/mol: w) 99.8; x) 201.1; y) 0.0; z) 195.7.

---

w) A cluster of 7 separate species, H16NO6 in total. Source: the Open Molecules 2025 dataset; level of theory: wB97M-V/def2-TZVPD.

Last column: natural (NBO) charge in e.
CARTESIAN COORDINATES (ANGSTROEM)
N (-0.38, 0.88, 0.13)  -0.924
H (-0.93, 1.74, 0.12)  0.442
H (-0.74, 0.33, -0.68)  0.454
H (0.61, 1.06, -0.15)  0.465
H (-0.43, 0.46, 1.07)  0.467
H (-3.33, 3.55, -0.41)  0.495
H (-3.57, 2.09, -0.93)  0.483
O (-2.90, 2.71, -0.61)  -0.974
H (2.56, 0.71, -1.53)  0.514
H (3.04, 1.17, -0.21)  0.487
O (2.27, 1.28, -0.78)  -0.982
H (-1.18, -2.22, -1.15)  0.508
H (-1.50, -1.03, -2.19)  0.493
O (-0.98, -1.33, -1.44)  -0.976
H (-0.16, -1.39, 2.84)  0.516
H (0.83, -0.20, 3.07)  0.491
O (0.04, -0.48, 2.59)  -0.985
H (4.50, -0.47, -2.88)  0.497
H (3.82, 0.74, -3.50)  0.491
O (3.73, 0.11, -2.77)  -0.968
H (-1.78, -2.91, 3.82)  0.477
H (-2.15, -3.67, 2.63)  0.483
O (-1.40, -3.15, 2.96)  -0.955

multiplicity = 1
frontier orbital gap = 12.2 eV
net charge = +1
LUMO level = -2.6 eV

---

x) A cluster of 7 separate species, H16NO6 in total. Source: the Open Molecules 2025 dataset; level of theory: wB97M-V/def2-TZVPD.

Last column: natural (NBO) charge in e.
CARTESIAN COORDINATES (ANGSTROEM)
N (0.16, 0.17, 0.40)  -0.929
H (-0.69, 0.51, 0.92)  0.446
H (0.64, 1.00, 0.01)  0.456
H (-0.25, -0.38, -0.36)  0.447
H (0.74, -0.37, 1.07)  0.472
O (-1.60, -0.85, -1.65)  -0.966
H (-1.30, -1.46, -2.34)  0.502
H (-2.15, -1.39, -1.06)  0.496
O (-0.67, 1.44, -3.05)  -0.962
H (-1.17, 0.77, -2.56)  0.477
H (-0.99, 1.38, -3.96)  0.477
O (1.85, 1.74, -1.13)  -0.970
H (2.75, 1.81, -1.46)  0.502
H (1.47, 2.62, -1.25)  0.493
O (2.08, -0.09, 2.43)  -0.954
H (2.53, 0.70, 2.09)  0.487
H (1.85, 0.13, 3.34)  0.489
O (0.88, -2.66, 0.70)  -0.957
H (0.17, -3.21, 0.36)  0.473
H (1.15, -3.10, 1.52)  0.489
O (-2.20, 0.52, 1.74)  -0.966
H (-3.08, 0.90, 1.86)  0.510
H (-2.15, -0.19, 2.39)  0.490

multiplicity = 1
frontier orbital gap = 11.0 eV
net charge = +1
LUMO level = -3.0 eV

---

Here are the energies relative to the best structure, in kJ/mol: w) 0.0; x) 24.1.

---

w) The molecule C5H12O2S. Source: the Open Molecules 2025 dataset; level of theory: wB97M-V/def2-TZVPD.

Last column: natural (NBO) charge in e.
CARTESIAN COORDINATES (ANGSTROEM)
C (0.94, 2.53, -0.37)  -0.625
C (-0.43, 2.02, -0.84)  -0.095
O (-0.81, 1.05, 0.12)  -0.568
C (-0.79, -0.29, -0.30)  -0.018
C (-1.48, -1.06, 0.83)  -0.104
O (-0.82, -0.87, 2.04)  -0.718
S (0.73, -1.17, -1.09)  0.115
C (1.64, -1.27, 0.55)  -0.813
H (1.36, 3.20, -1.31)  0.206
H (0.93, 3.10, 0.61)  0.216
H (1.79, 1.65, -0.27)  0.215
H (-1.21, 2.87, -1.17)  0.195
H (-0.19, 1.63, -1.82)  0.188
H (-1.43, -0.29, -1.21)  0.190
H (-1.69, -2.17, 0.73)  0.204
H (-2.49, -0.68, 0.91)  0.175
H (-0.42, 0.10, 2.07)  0.493
H (2.60, -2.00, 0.55)  0.238
H (2.08, -0.19, 0.51)  0.210
H (0.72, -1.50, 1.39)  0.295

SMILES string = CCO[C@H](CO)SC
multiplicity = 1
frontier orbital gap = 9.4 eV
LUMO level = 0.8 eV

---

x) A cluster of 2 separate species, C5H12O2S in total. Source: the Open Molecules 2025 dataset; level of theory: wB97M-V/def2-TZVPD.

Last column: natural (NBO) charge in e.
CARTESIAN COORDINATES (ANGSTROEM)
C (-1.75, 2.58, 0.74)  -0.748
S (-1.13, 2.50, -0.96)  0.200
C (0.29, 1.40, -0.73)  -0.556
C (0.17, 0.06, 0.04)  -0.408
C (-0.49, -1.01, -0.91)  -0.532
C (0.29, -1.59, -2.03)  0.440
O (1.16, -1.03, -2.66)  -0.541
H (-1.36, 1.79, 1.34)  0.213
H (-1.37, 3.51, 1.19)  0.216
H (-2.84, 2.59, 0.64)  0.230
H (1.08, 1.87, -0.14)  0.208
H (0.63, 1.19, -1.81)  0.258
H (-0.30, 0.24, 1.02)  0.208
H (1.10, -0.46, 0.31)  0.223
H (-1.19, -1.72, -0.44)  0.232
H (-1.25, -0.48, -1.59)  0.246
H (0.00, -2.63, -2.33)  0.110
O (2.27, -3.02, 2.43)  -0.951
H (2.36, -3.67, 3.12)  0.477
H (2.32, -2.12, 2.78)  0.474

SMILES string = CSCCCC=O.O
multiplicity = 1
frontier orbital gap = 9.2 eV
LUMO level = 0.6 eV

---

Here are the energies relative to the best structure, in kJ/mol: w) 214.8; x) 0.0.